# C3H3BrNO2

2 unconnected molecules or ions with the total composition C3H3BrNO2 (wB97M-V/def2-TZVPD, the Open Molecules 2025 dataset).

Each line ends with the natural charge from an NBO analysis.
Atoms and positions in Å:
1 C -0.05765 1.42168 0.76980  0.3060
2 C -1.29947 -1.63639 -0.00579  0.9784
3 C 1.00487 1.07941 -0.14045  -0.7692
4 N -0.62728 1.84922 1.68182  -0.3740
5 O -0.87172 -1.49177 1.08894  -0.6189
6 O -2.21333 -1.65657 -0.73773  -0.6034
7 Br 0.45312 -2.32198 -1.51450  -0.7460
8 H 1.42693 0.06785 0.27566  0.3022
9 H 1.71398 1.95632 -0.33362  0.2435
10 H 0.47054 0.73224 -1.08412  0.2813

Output
Energy above the lowest of the compared OMol25 structures with the same formula, charge and spin, kcal per mole: 10.91
Total energy, eV: -78789.67310
LUMO, eV: 3.635
Charge: -1